Record 1
A gas-phase ion, C6H5O7S (charge -1) at a distorted geometry. Source: the OMol25 dataset; level of theory: ωB97M-V with the def2-TZVPD basis set.

```
19
Properties=species:S:1:pos:R:3:forces:R:3:mulliken_charge:R:1
H 1.33977 -0.30048 2.41250 -0.3 1.7 0.4 0.34
C 1.04830 -1.78179 1.36965 -0.1 -2.5 -0.9 -0.40
C -0.74113 0.00093 0.92456 1.1 0.1 2.0 0.14
O 2.20817 2.01594 -2.00030 -0.7 2.2 -1.8 -0.73
S 2.36964 0.95244 -0.97379 1.6 -2.5 0.5 0.02
H 0.56563 2.13464 -2.22150 -0.1 -0.6 0.5 0.49
O -2.06941 -0.01156 0.38774 0.4 -0.5 0.4 -0.39
H -1.48051 -1.68069 -0.48249 0.8 -1.2 0.5 0.37
H -0.61775 0.24446 2.13032 -1.0 -0.2 -3.0 0.19
C -2.00830 0.45312 -0.94570 -1.3 -0.1 -0.7 0.07
O -0.43444 1.99233 -2.11683 -0.7 0.1 -1.1 -0.63
C -0.06287 -1.38605 0.74999 -0.9 0.5 0.3 0.45
H 1.29391 -2.88527 1.09707 0.3 2.2 0.9 0.27
O 1.82443 -1.09303 2.29887 -0.3 -1.9 -1.0 -0.55
O -2.88012 0.12099 -1.72572 0.8 0.5 0.9 -0.61
O 1.24828 1.25935 0.24059 -1.6 0.6 1.7 -0.51
C -0.04526 0.98649 0.04274 -0.3 -0.2 -1.7 0.71
C -0.80014 1.22260 -1.09934 2.4 0.4 2.2 0.38
O -0.75821 -2.24444 -0.08838 -0.3 1.1 -0.2 -0.62
```
Positions in Å, forces in eV/Å.

Its structure (SMILES) is O=C1O[C@@H](/C(O)=C\O)C(OS[O-])=C1O. As for the HOMO-LUMO gap: 6.19 eV. Its net charge is -1. The calculation puts the energy above the lowest of the compared OMol25 structures with the same formula, charge and spin at 41.85 kcal per mole.

Record 2
C3H5FOS in the gas phase at a distorted geometry. Source: the OMol25 dataset; level of theory: ωB97M-V with the def2-TZVPD basis set.

```
11
Properties=species:S:1:pos:R:3:forces:R:3:mulliken_charge:R:1
S -1.70479 -0.08387 -0.12693 0.0 0.0 -0.1 -0.30
C 0.99657 -0.73110 0.48878 0.1 0.0 -0.1 -0.26
O 1.04021 -1.38555 -0.72044 -0.9 -0.1 -0.6 -0.48
F 0.86806 1.40314 -0.70267 0.0 -0.2 0.2 -0.28
H 1.57403 -1.23780 1.24357 0.1 0.0 0.2 0.34
H -1.47196 1.05192 -0.81638 0.0 -0.2 0.1 0.17
H 0.13392 -1.33029 -1.11582 0.8 0.0 0.3 0.31
H 1.44295 1.37783 1.25893 -0.1 -0.4 -0.4 0.32
C -0.27632 -0.02841 0.93122 -0.1 0.0 0.7 -0.23
H -0.50994 -0.04034 2.01011 0.1 0.1 -0.7 0.33
C 0.94199 0.75563 0.50300 0.0 0.8 0.5 0.08
```
Positions in Å, forces in eV/Å.

Its structure (SMILES) is O[C@H]1[C@@H](F)[C@H]1S. As for the HOMO-LUMO gap: 10.19 eV. The calculation puts the energy above the lowest of the compared OMol25 structures with the same formula, charge and spin at 26.00 kcal per mole.

Record 3
A gas-phase ion, C5H8IN2 (charge +1) at a distorted geometry. Source: the OMol25 dataset; level of theory: ωB97M-V with the def2-TZVPD basis set.

```
16
Properties=species:S:1:pos:R:3:forces:R:3:mulliken_charge:R:1
C -0.26772 1.43105 0.74413 -1.1 1.0 -1.4 -0.22
I 3.16974 0.45322 -0.03343 1.3 0.6 -0.1 0.49
H -1.04814 1.70034 1.44535 0.1 -0.1 0.7 0.31
H -1.85889 1.58389 -0.65061 -1.2 -0.5 0.3 0.38
N 0.01283 0.04758 0.72436 2.0 -4.0 -0.5 -0.39
H 0.66869 1.94186 1.03057 -0.4 -0.3 -0.1 0.21
C -0.13359 -2.15045 0.05288 0.7 1.9 0.8 -0.12
C 1.91098 -0.97601 -0.18201 -2.7 0.3 1.3 -0.21
C 1.25694 -2.12840 -0.21623 -0.2 1.4 -0.1 -0.14
H -1.72286 -1.07922 0.36113 -1.2 0.7 0.5 0.31
N -0.73588 -1.02939 0.50504 2.4 0.1 -1.5 0.05
H 1.65256 -3.02597 -0.63281 0.7 -0.5 -0.2 0.38
H -0.97454 2.92973 -0.74141 0.6 1.9 -0.1 0.41
H -0.61384 -3.01075 -0.28276 -1.6 -1.0 0.2 0.42
C -0.84364 1.90406 -0.61905 -0.2 -1.8 0.4 -1.20
H -0.47263 1.40845 -1.50516 1.0 0.2 -0.1 0.34
```
Positions in Å, forces in eV/Å.

As for the HOMO-LUMO gap (spin up / spin down): 7.18 / 7.18 eV. Its net charge is +1. The calculation puts the energy above the lowest of the compared OMol25 structures with the same formula, charge and spin at 116.65 kcal per mole.

Record 4
A molecular structure, C8H10CoO4S at a distorted geometry. Source: the OMol25 dataset; level of theory: ωB97M-V with the def2-TZVPD basis set.

```
24
Properties=species:S:1:pos:R:3:forces:R:3:mulliken_spin:R:1
H 3.30377 -1.80661 0.41709 -0.1 0.0 0.5 0.04
H -4.36649 1.28897 -2.58832 -1.0 -0.8 0.3 0.16
H -3.31022 0.69889 -4.02334 -0.4 -1.2 -0.6 0.16
C 2.55190 -2.27129 1.07938 -0.8 0.1 -0.4 -0.02
O -1.79139 1.02539 2.04420 1.6 -0.7 -3.3 0.09
H 3.33339 -0.87620 3.94429 0.0 -0.3 0.2 0.06
H 4.07810 -0.27201 2.41919 -0.3 -0.3 0.0 0.02
C -3.54834 1.48965 -3.29618 3.6 6.4 0.0 0.17
C 3.16277 -0.31660 3.02577 -0.3 0.8 -0.3 -0.03
S 1.76542 -1.01477 2.12803 1.7 -0.5 0.0 0.90
H 2.99610 -3.05465 1.70299 0.1 0.2 0.1 0.04
O -1.30316 -2.36668 0.05281 0.7 3.8 -1.0 0.10
C 0.53336 1.78799 -0.29133 3.7 5.2 0.4 -0.01
O 1.23719 2.69548 -0.16998 -2.4 -2.9 -0.4 0.09
Co -0.42913 0.32743 -0.40775 0.3 0.8 0.3 1.63
C 0.65183 -0.25758 -1.62879 4.1 -2.4 -4.9 -0.01
H -3.14162 3.46243 -2.58202 0.2 1.3 0.4 0.16
O 1.45065 -0.70926 -2.33369 -2.6 1.5 2.4 0.10
C -2.88841 2.66177 -3.29317 -3.6 -6.4 0.0 0.17
H -2.08602 2.87082 -4.01674 0.8 0.9 -0.6 0.17
H 2.86685 0.70820 3.29161 0.0 -0.3 0.1 0.01
C -1.30924 0.80094 1.02037 -3.5 1.7 5.3 0.00
C -1.03277 -1.26639 -0.19055 -2.1 -7.0 1.2 -0.02
H 1.75827 -2.71774 0.45661 0.3 0.1 0.3 0.00
```
Positions in Å, forces in eV/Å.

As for the HOMO-LUMO gap (spin up / spin down): 7.53 / 4.62 eV. Its net charge is +3. The calculation puts the energy above the lowest of the compared OMol25 structures with the same formula, charge and spin at 0.00 kcal per mole. The multiplicity is 5.

no.,energy (Eh)
1,-1156.48279
2,-690.54821
3,-602.07770
4,-2391.27937